(1)
DFT (the ωB97M-V functional and the def2-TZVPD basis) results for 2 unconnected molecules or ions with the total composition C10H16O at a distorted geometry.

ORCA input file:
```
! wB97M-V def2-TZVPD RIJCOSX def2/J DEFGRID3
* xyz 0 1
C 3.330 0.909 -0.005
C 2.105 0.664 0.905
C 1.132 -0.343 0.369
C 0.632 -0.435 -0.932
C -0.258 -1.419 -1.324
C -0.776 -2.316 -0.398
O -1.723 -3.239 -0.743
C -0.330 -2.223 0.912
C 0.621 -1.284 1.273
H 3.129 0.709 -1.055
H 4.133 0.223 0.271
H 3.704 1.922 0.111
H 2.385 0.426 1.926
H 1.576 1.624 0.966
H 1.056 0.204 -1.701
H -0.452 -1.487 -2.389
H -2.108 -2.965 -1.575
H -0.713 -2.932 1.631
H 1.054 -1.355 2.264
C -1.788 1.629 0.494
C -2.820 1.727 -0.619
H -1.869 2.366 1.291
H -1.860 0.632 0.930
H -0.787 1.768 0.081
H -2.648 0.963 -1.371
H -2.902 2.705 -1.093
H -3.822 1.528 -0.221
*
```

Properties
ΔE to the lowest compared entry with this formula, charge and spin ... 83.92 kJ/mol
Kohn-Sham gap ... 9.3 eV
E ... -12676.855 eV

---

(2)
DFT (the ωB97M-V functional and the def2-TZVPD basis) results for a molecular structure, C4H9N3S at a distorted geometry.

ORCA input file:
```
! wB97M-V def2-TZVPD RIJCOSX def2/J DEFGRID3
* xyz 0 1
C 2.055 -0.602 1.057
C 0.814 2.216 -0.730
C 0.182 -0.944 -0.456
C -1.143 -0.339 -0.780
H 2.025 -1.941 1.056
H 3.321 -0.233 0.814
H 1.644 -0.121 2.126
H 1.082 1.915 -1.911
H 1.014 3.302 -0.497
H 1.622 -2.259 -0.767
H -1.659 -0.997 -1.644
H -0.885 0.682 -1.257
H -1.865 1.301 0.722
N 1.223 0.029 -0.034
N 0.888 1.447 0.332
N 0.484 -2.135 -0.654
S -2.245 0.061 0.582
*
```

Properties
ΔE to the lowest compared entry with this formula, charge and spin ... 556.00 kJ/mol
Kohn-Sham gap ... 9.1 eV
E ... -19593.874 eV

---

(3)
DFT (the ωB97M-V functional and the def2-TZVPD basis) results for a molecular structure, C50H43ClF6N3O3P2Ru at a distorted geometry.

ORCA input file:
```
! wB97M-V def2-TZVPD RIJCOSX def2/J DEFGRID3
* xyz 0 2
Ru 0.842 0.379 -0.367
O 2.056 -1.958 4.628
C 2.373 -2.954 3.794
C 3.065 -4.045 4.321
C 3.427 -5.102 3.518
C 3.092 -5.112 2.169
C 2.413 -4.040 1.632
C 2.050 -2.947 2.422
C 1.398 -1.788 1.783
O 1.276 -1.737 0.531
N 0.982 -0.819 2.602
N 0.571 0.282 1.978
C 0.298 1.363 2.585
C -0.022 2.577 1.742
C -0.912 3.517 2.482
C -2.093 3.916 1.962
C -2.503 3.436 0.703
C -1.666 2.561 0.016
N -0.520 2.129 0.462
H 1.560 -1.278 4.106
H 3.300 -4.021 5.374
H 3.970 -5.927 3.950
H 3.370 -5.948 1.546
H 2.145 -4.024 0.585
H 0.367 1.479 3.662
H -0.561 3.860 3.441
H -2.735 4.595 2.504
H -3.461 3.703 0.293
H -1.968 2.188 -0.960
C -1.375 -2.781 -0.600
C -0.580 -2.354 -1.835
P -0.939 -0.547 -2.071
C -1.800 -0.640 -3.696
C -1.129 -1.186 -4.788
C -1.782 -1.350 -5.994
C -3.105 -0.955 -6.126
C -3.771 -0.397 -5.048
C -3.121 -0.242 -3.834
C 0.642 0.187 -2.745
C 1.797 -0.498 -3.144
C 2.853 0.193 -3.714
C 2.809 1.571 -3.846
C 1.679 2.267 -3.445
C 0.601 1.587 -2.911
P -2.980 -1.839 -0.624
C -2.963 -1.148 1.077
C -2.529 -1.879 2.179
C -2.552 -1.307 3.437
C -3.006 -0.009 3.609
C -3.452 0.716 2.519
C -3.424 0.150 1.257
C -4.229 -3.168 -0.378
C -4.094 -4.378 -1.052
C -5.046 -5.372 -0.918
C -6.166 -5.153 -0.134
C -6.346 -3.926 0.481
C -5.388 -2.935 0.359
H -0.835 -2.451 0.292
H -1.501 -3.864 -0.555
H -0.901 -2.911 -2.720
H 0.491 -2.494 -1.666
H -0.094 -1.482 -4.692
H -1.261 -1.791 -6.833
H -3.613 -1.088 -7.070
H -4.802 -0.089 -5.153
H -3.640 0.176 -2.983
H 1.874 -1.572 -3.020
H 3.726 -0.354 -4.037
H 3.655 2.098 -4.257
H 1.636 3.340 -3.550
H -0.322 2.120 -2.695
H -2.179 -2.895 2.055
H -2.214 -1.869 4.294
H -3.027 0.427 4.597
H -3.811 1.725 2.652
H -3.778 0.705 0.398
H -3.235 -4.548 -1.686
H -4.926 -6.317 -1.428
H -6.904 -5.933 -0.019
H -7.244 -3.739 1.054
H -5.529 -1.978 0.845
C 4.321 -0.753 0.571
C 4.195 0.648 -0.066
O 3.003 0.960 -0.601
C 5.273 0.767 -1.180
F 6.532 0.787 -0.714
F 5.129 1.865 -1.926
F 5.222 -0.279 -2.015
C 4.547 1.688 1.035
F 3.731 1.543 2.094
F 4.404 2.949 0.614
F 5.787 1.585 1.529
H 3.854 -1.483 -0.089
H 3.797 -0.767 1.525
H 5.364 -1.015 0.737
Cl 2.374 5.226 3.614
C 1.805 5.646 2.029
C 1.816 6.985 1.671
C 1.362 7.361 0.420
C 0.912 6.399 -0.471
C 0.932 5.063 -0.113
C 1.374 4.661 1.142
C 1.403 3.216 1.512
H 2.180 7.724 2.367
H 1.373 8.403 0.141
H 0.554 6.702 -1.443
H 0.614 4.296 -0.806
H 1.858 2.620 0.704
H 1.992 3.092 2.420
*
```

Properties
Kohn-Sham gap (spin up / spin down) ... 4.7 / 4.9 eV
E ... -113145.091 eV
Expectation value of S² ... 0.829

---

(4)
DFT (the ωB97M-V functional and the def2-TZVPD basis) results for 10 unconnected molecules or ions with the total composition C54H138N10O17 at a distorted geometry.

ORCA input file:
```
! wB97M-V def2-TZVPD RIJCOSX def2/J DEFGRID3
* xyz 0 1
C -4.913 -4.769 -3.651
O -3.585 -4.281 -3.487
C -2.659 -4.831 -4.422
C -1.747 -5.995 -3.896
C -0.753 -5.649 -2.778
N -1.020 -6.441 -5.060
H -4.956 -5.806 -3.295
H -5.086 -4.783 -4.753
H -5.574 -4.088 -3.125
H -3.209 -5.261 -5.301
H -2.052 -3.982 -4.793
H -2.428 -6.766 -3.546
H -0.049 -6.413 -2.682
H -1.342 -5.479 -1.905
H -0.169 -4.751 -3.008
H -0.081 -6.138 -5.053
H -1.552 -6.327 -5.944
C -4.201 -1.106 -5.259
O -4.450 -0.142 -4.314
C -3.755 1.040 -4.549
C -4.099 2.146 -3.560
C -3.402 3.425 -3.972
N -3.814 1.769 -2.179
H -4.998 -1.855 -5.289
H -3.253 -1.536 -4.930
H -4.165 -0.707 -6.293
H -2.641 0.702 -4.638
H -3.962 1.417 -5.548
H -5.154 2.335 -3.617
H -3.734 4.350 -3.503
H -3.615 3.628 -5.081
H -2.324 3.374 -3.901
H -4.403 0.953 -1.971
H -2.842 1.515 -2.164
C 3.166 -2.399 -4.492
O 1.953 -1.935 -5.141
C 1.900 -2.336 -6.536
C 0.500 -1.871 -6.968
C -0.581 -2.877 -6.655
N 0.574 -1.625 -8.389
H 3.300 -2.034 -3.478
H 4.070 -2.063 -5.039
H 3.177 -3.471 -4.411
H 2.659 -1.799 -7.119
H 2.005 -3.417 -6.686
H 0.398 -0.994 -6.362
H -1.571 -2.416 -6.719
H -0.565 -3.191 -5.639
H -0.406 -3.777 -7.298
H -0.272 -1.308 -8.818
H 1.323 -0.963 -8.574
C -0.252 -3.739 0.305
O 1.084 -3.378 0.397
C 2.084 -4.205 -0.135
C 3.436 -3.449 -0.121
N 3.411 -2.323 -1.050
C 4.549 -1.474 -0.867
C 4.138 -0.074 -1.194
O 3.075 0.434 -0.458
C 3.401 0.432 0.946
H -0.528 -4.749 0.614
H -0.588 -3.642 -0.704
H -0.916 -3.159 0.930
H 1.882 -4.524 -1.172
H 2.202 -5.143 0.422
H 4.214 -4.183 -0.383
H 3.660 -3.120 0.885
H 2.563 -1.804 -0.874
H 5.370 -1.759 -1.598
H 4.878 -1.416 0.207
H 3.778 -0.055 -2.205
H 4.902 0.625 -1.088
H 3.444 -0.573 1.375
H 2.581 0.984 1.422
H 4.316 0.987 1.170
C 4.019 3.268 -4.128
O 3.279 3.583 -3.035
C 3.687 3.182 -1.743
C 3.364 4.207 -0.676
N 1.974 4.574 -0.503
C 1.321 5.407 -1.525
C 1.663 6.851 -1.232
O 1.191 7.756 -2.247
C 1.680 7.531 -3.524
H 3.584 3.687 -5.019
H 4.005 2.165 -4.321
H 5.054 3.680 -4.017
H 4.800 3.057 -1.781
H 3.209 2.257 -1.471
H 3.870 5.158 -1.041
H 3.756 3.844 0.237
H 1.406 3.772 -0.286
H 0.244 5.302 -1.363
H 1.435 5.035 -2.488
H 2.811 7.001 -1.128
H 1.242 7.234 -0.307
H 2.682 7.801 -3.746
H 1.141 8.085 -4.291
H 1.475 6.508 -3.849
C 0.455 -7.903 0.872
O 1.443 -7.090 1.315
C 1.709 -7.387 2.670
C 2.872 -6.476 3.241
N 2.489 -5.156 3.621
C 3.601 -4.267 3.897
C 3.087 -2.829 4.008
O 3.988 -1.876 3.466
C 5.208 -1.794 4.196
H -0.309 -7.852 1.658
H 0.857 -8.980 0.771
H 0.003 -7.500 -0.071
H 2.009 -8.463 2.704
H 0.833 -7.327 3.289
H 3.624 -6.524 2.429
H 3.290 -6.948 4.105
H 2.029 -4.764 2.777
H 4.348 -4.357 3.109
H 4.154 -4.510 4.821
H 2.839 -2.680 5.069
H 2.140 -2.723 3.432
H 5.734 -0.899 3.825
H 5.834 -2.664 4.122
H 5.036 -1.570 5.289
C -3.624 -2.147 -0.570
O -4.553 -1.305 0.063
C -3.994 -0.645 1.175
C -5.118 0.323 1.531
N -4.591 1.541 2.135
C -4.378 1.489 3.517
C -3.988 2.840 4.098
O -5.115 3.692 3.720
C -4.941 5.109 3.791
H -4.092 -2.598 -1.468
H -3.394 -3.068 0.024
H -2.693 -1.611 -0.766
H -3.082 -0.142 0.872
H -3.696 -1.392 1.975
H -5.854 -0.107 2.268
H -5.581 0.545 0.593
H -5.150 2.289 1.842
H -3.563 0.739 3.704
H -5.305 1.150 4.082
H -3.080 3.177 3.668
H -3.773 2.734 5.170
H -5.742 5.474 3.175
H -3.951 5.370 3.403
H -5.080 5.566 4.771
C -0.902 -1.496 -3.421
O -0.812 -0.357 -2.638
C 0.379 0.365 -2.954
C 0.386 1.749 -2.374
N 0.282 1.855 -0.911
C -1.043 1.614 -0.304
C -0.843 1.647 1.216
O 0.199 0.700 1.614
C -0.198 -0.662 1.661
H -1.750 -2.090 -3.062
H 0.036 -2.076 -3.335
H -0.907 -1.241 -4.543
H 0.583 0.413 -4.019
H 1.262 -0.213 -2.560
H -0.442 2.329 -2.836
H 1.300 2.247 -2.667
H 0.934 1.282 -0.441
H -1.511 0.649 -0.546
H -1.777 2.381 -0.544
H -1.785 1.426 1.713
H -0.518 2.592 1.584
H -0.913 -0.698 2.443
H 0.600 -1.372 1.883
H -0.742 -0.929 0.757
C 2.828 6.766 6.576
O 2.307 6.073 5.477
C 3.072 6.149 4.318
C 2.534 5.242 3.224
N 1.456 5.736 2.467
C 0.173 5.248 3.060
C -1.071 5.799 2.402
O -1.167 5.143 1.079
C -2.461 4.872 0.580
H 3.927 6.582 6.622
H 2.325 6.458 7.499
H 2.547 7.800 6.637
H 4.123 5.858 4.559
H 3.055 7.224 3.862
H 2.269 4.203 3.652
H 3.345 5.077 2.530
H 1.491 5.372 1.491
H 0.305 5.516 4.109
H 0.046 4.140 3.025
H -0.926 6.857 2.084
H -1.969 5.728 3.063
H -2.235 4.801 -0.513
H -3.152 5.680 0.791
H -2.914 3.997 0.968
C -1.782 -4.427 3.194
O -2.129 -3.167 3.745
C -1.199 -2.626 4.657
C -1.659 -1.347 5.245
N -0.695 -0.723 6.158
C 0.250 0.099 5.406
C -0.368 1.314 4.697
O -1.052 2.206 5.554
C -0.215 2.948 6.434
H -1.896 -5.170 4.009
H -0.709 -4.454 2.771
H -2.533 -4.643 2.479
H -0.270 -2.377 4.191
H -0.926 -3.352 5.421
H -2.617 -1.413 5.733
H -1.892 -0.674 4.399
H -1.118 -0.305 6.988
H 0.686 -0.489 4.609
H 1.115 0.406 6.001
H -1.106 1.076 3.900
H 0.295 1.904 4.052
H -0.078 2.480 7.413
H -0.745 3.827 6.686
H 0.757 3.281 6.040
*
```

Properties
ΔE to the lowest compared entry with this formula, charge and spin ... 98.72 kJ/mol
Kohn-Sham gap ... 8.5 eV
E ... -107930.544 eV

---

Q: The lowest E belongs to which entry?
A: C50H43ClF6N3O3P2Ru